[1]
Formula: C3H6OSi
Source: OMol25
Level of theory: ωB97M-V/def2-TZVPD

Atoms and positions in Å:
H (0.767, 1.253, -1.320)
H (-1.542, -1.951, -0.759)
H (0.553, 0.837, 1.790)
Si (-2.103, -0.822, -0.051)
H (-2.581, -1.004, 1.303)
H (-2.741, 0.221, -0.834)
C (1.485, -0.371, 0.051)
C (0.713, 0.478, 0.797)
H (2.174, 1.765, -0.320)
C (1.356, 1.059, -0.432)
O (1.920, -1.464, -0.226)

Results
lowest unoccupied orbital energy (alpha / beta) = -0.0389 / -0.0542 Eh
E_tot = -482.42863 a.u.
E_HOMO (alpha / beta) = -8.585 / -7.751 eV
frontier orbital gap (alpha / beta) = 7.527 / 6.276 eV
relative energy (zero: lowest compared OMol25 entry of this formula, charge and spin) = 477.28 kJ/mol



[2]
Formula: C3H6OSi
Source: OMol25
Level of theory: ωB97M-V/def2-TZVPD

Atoms and positions in Å:
H (2.510, -0.200, 0.685)
H (0.295, 1.256, -1.516)
C (-0.728, -1.122, 0.618)
H (-1.494, 2.308, -0.228)
O (-1.603, -1.535, 1.288)
Si (-1.157, 1.149, -1.231)
H (-2.248, 0.705, -2.296)
C (0.599, -1.074, 0.377)
H (1.034, -1.787, -0.342)
C (1.549, -0.226, 0.946)
H (1.244, 0.526, 1.700)

Results
lowest unoccupied orbital energy (alpha / beta) = -0.0164 / -0.0115 Eh
E_tot = -482.45323 a.u.
E_HOMO (alpha / beta) = -7.333 / -7.152 eV
frontier orbital gap (alpha / beta) = 6.888 / 6.840 eV
relative energy (zero: lowest compared OMol25 entry of this formula, charge and spin) = 412.69 kJ/mol



[3]
Formula: C3H6P2S3
Source: OMol25
Level of theory: ωB97M-V/def2-TZVPD

Atoms and positions in Å:
P (-1.999, 0.221, 1.218)
H (0.025, -1.114, -1.636)
C (0.668, -0.649, -0.879)
S (-1.290, -1.734, 0.757)
H (1.704, -0.760, -1.199)
C (0.363, 0.847, -0.802)
H (0.600, 1.304, -1.777)
S (1.416, 1.738, 0.332)
S (-0.881, 0.998, 2.664)
H (0.958, -2.344, 0.438)
P (-1.506, 1.190, -0.728)
C (0.476, -1.368, 0.449)
H (0.861, -0.779, 1.285)
H (-1.395, 2.449, -0.122)

Results
lowest unoccupied orbital energy (alpha / beta) = -0.0792 / -0.0891 Eh
E_tot = -1995.14159 a.u.
E_HOMO (alpha / beta) = -8.771 / -9.052 eV
frontier orbital gap (alpha / beta) = 6.616 / 6.629 eV
relative energy (zero: lowest compared OMol25 entry of this formula, charge and spin) = 74.43 kJ/mol



[4]
Formula: C3H6S
Source: OMol25
Level of theory: ωB97M-V/def2-TZVPD

Atoms and positions in Å:
S (-2.255, -0.496, 0.145)
H (-2.512, -0.966, -1.149)
C (-1.151, 0.821, -0.253)
H (1.488, 0.987, -0.028)
H (2.000, -1.362, 0.829)
C (0.946, 0.124, -0.157)
H (-1.346, 1.560, -1.016)
H (0.245, -1.764, 0.166)
H (-0.828, 1.377, 0.662)
C (1.085, -1.118, 0.275)

Results
lowest unoccupied orbital energy = 0.0325 Eh
E_tot = -515.94971 a.u.
E_HOMO = -8.398 eV
frontier orbital gap = 9.283 eV
relative energy (zero: lowest compared OMol25 entry of this formula, charge and spin) = 304.84 kJ/mol



[5]
Formula: C3H6S2
Source: OMol25
Level of theory: ωB97M-V/def2-TZVPD

Atoms and positions in Å:
H (1.255, -0.469, 1.175)
C (0.153, -0.631, 0.908)
H (1.402, 0.036, -1.956)
H (-0.195, 1.222, 1.780)
H (-0.284, 0.020, -2.534)
H (-0.338, -1.379, 1.662)
H (-1.655, 0.605, 0.975)
C (0.318, -0.012, -1.635)
S (-0.032, 1.418, -0.627)
C (-0.575, 0.641, 0.897)
S (-0.050, -1.451, -0.643)

Results
SMILES string = C1CSCS1
lowest unoccupied orbital energy = 0.0317 Eh
E_tot = -914.26292 a.u.
E_HOMO = -8.658 eV
frontier orbital gap = 9.521 eV
relative energy (zero: lowest compared OMol25 entry of this formula, charge and spin) = 33.50 kJ/mol



[6]
Formula: C3H6S2
Source: OMol25
Level of theory: ωB97M-V/def2-TZVPD

Atoms and positions in Å:
S (1.632, -0.674, -0.016)
C (-0.741, 0.861, 0.191)
H (1.309, 1.805, 0.262)
C (0.667, 0.997, -0.194)
H (-1.131, 1.488, -0.505)
H (0.645, 1.445, -1.204)
H (0.048, -2.291, 1.030)
H (-0.853, 1.372, 1.300)
H (-0.126, -2.565, -0.730)
C (0.023, -1.748, -0.016)
S (-1.472, -0.690, -0.119)

Results
SMILES string = C1CSCS1
lowest unoccupied orbital energy = 0.0282 Eh
E_tot = -914.21974 a.u.
E_HOMO = -8.775 eV
frontier orbital gap = 9.543 eV
relative energy (zero: lowest compared OMol25 entry of this formula, charge and spin) = 146.87 kJ/mol



[7]
Formula: C3H6S2
Source: OMol25
Level of theory: ωB97M-V/def2-TZVPD

Atoms and positions in Å:
H (-1.975, -0.967, -1.001)
S (-0.673, -2.950, -1.765)
S (-0.644, 0.996, -0.203)
H (1.425, 2.278, -0.093)
H (-0.461, -0.989, 1.051)
H (0.894, -1.000, -0.139)
H (1.403, 0.898, 1.242)
C (-1.020, -1.594, -0.978)
H (0.341, 2.375, 1.261)
C (0.848, 1.672, 0.638)
C (-0.138, -0.719, -0.013)

Results
SMILES string = CSCC=S
lowest unoccupied orbital energy = -0.0083 Eh
E_tot = -914.21764 a.u.
E_HOMO = -8.683 eV
frontier orbital gap = 8.458 eV
relative energy (zero: lowest compared OMol25 entry of this formula, charge and spin) = 152.37 kJ/mol



[8]
Formula: C3H6S3
Source: OMol25
Level of theory: ωB97M-V/def2-TZVPD

Atoms and positions in Å:
H (-1.279, 0.092, 1.127)
H (3.576, 1.097, -1.781)
C (0.314, 0.117, -0.285)
C (-1.122, 0.043, 0.039)
S (-1.966, -1.479, -0.343)
S (3.778, 0.119, -0.804)
H (1.143, 0.110, 1.633)
C (1.208, 0.046, 0.596)
H (-1.411, -1.414, -1.621)
S (-2.102, 1.472, -0.652)
H (-2.374, 0.944, -1.885)
H (0.411, 0.016, -1.365)

Results
lowest unoccupied orbital energy (alpha / beta) = -0.0804 / -0.0804 Eh
E_tot = -1312.27835 a.u.
E_HOMO (alpha / beta) = -9.074 / -9.074 eV
frontier orbital gap (alpha / beta) = 6.886 / 6.885 eV
relative energy (zero: lowest compared OMol25 entry of this formula, charge and spin) = 477.22 kJ/mol